No. 1
Here is 3 unconnected molecules or ions with the total composition H6O3 from the Open Molecules 2025 dataset. Energies are from ωB97M-V with the def2-TZVPD basis set.

Properties
Orbital gap = 11.6 eV
HOMO level = -11.0 eV
SMILES string = O.O.O
E = -6239.8696 eV
Molecular weight = 54.05 g/mol

Last column: Mulliken charge in e.
CARTESIAN COORDINATES (ANGSTROEM)
O (-0.4352, 0.3718, 0.1947)  -0.714
H (-1.3985, 0.4459, 0.2280)  0.340
H (-0.2608, -0.5549, -0.0302)  0.355
O (-0.4785, 2.1062, -2.2802)  -0.648
H (0.1892, 2.6634, -1.8681)  0.306
H (-0.6492, 1.4140, -1.6228)  0.366
O (0.9722, -2.1381, 1.4026)  -0.624
H (0.5292, -1.5815, 2.0550)  0.316
H (1.5317, -2.7268, 1.9210)  0.303


No. 2
Here is H6OSi2 in the gas phase from the Open Molecules 2025 dataset. Energies are from ωB97M-V with the def2-TZVPD basis set.

Properties
Orbital gap = 10.8 eV
HOMO level = -10.7 eV
SMILES string = O[SiH2][SiH3]
E = -17898.4017 eV
Molecular weight = 78.22 g/mol

Last column: Mulliken charge in e.
CARTESIAN COORDINATES (ANGSTROEM)
O (2.1145, -0.2557, -0.8360)  -0.620
Si (1.0398, 0.3561, 0.7013)  0.453
Si (-1.1567, -0.2068, 0.0711)  0.276
H (1.5813, -0.1128, -1.6243)  0.290
H (1.8809, 1.6074, 1.0702)  -0.061
H (1.2508, -0.8067, 1.6342)  -0.070
H (-1.8229, 0.6849, -1.1640)  -0.058
H (-1.2349, -1.4775, -0.5277)  -0.089
H (-2.2360, -0.1778, 1.0681)  -0.120


No. 3
Here is H6S4Si2 in the gas phase from the Open Molecules 2025 dataset. Energies are from ωB97M-V with the def2-TZVPD basis set.

Properties
Orbital gap = 8.7 eV
HOMO level = -9.0 eV
SMILES string = [SiH3]SSSS[SiH3]
E = -59193.4113 eV
Molecular weight = 190.49 g/mol

Last column: Mulliken charge in e.
CARTESIAN COORDINATES (ANGSTROEM)
Si (2.9603, 0.3991, 0.7276)  0.518
S (3.0377, -1.7451, 0.2911)  -0.172
S (1.4489, -1.8480, -1.0331)  -0.024
S (-0.2194, -2.5060, -0.0909)  -0.028
S (-1.2719, -0.8661, 0.8813)  -0.174
Si (-2.9672, -0.6966, -0.4092)  0.419
H (2.0323, 0.3633, 1.8281)  -0.099
H (4.3220, 0.8345, 1.0183)  -0.126
H (2.2993, 1.1005, -0.5139)  -0.059
H (-2.8557, -2.0092, -1.1416)  -0.099
H (-2.3829, 0.5002, -1.3829)  -0.052
H (-4.2879, -0.4403, 0.1267)  -0.102


No. 4
Here is 35 unconnected molecules or ions with the total composition H70O35 from the Open Molecules 2025 dataset. Energies are from ωB97M-V with the def2-TZVPD basis set.

Properties
Orbital gap = 10.8 eV
HOMO level = -10.8 eV
E = -72805.5258 eV
Molecular weight = 630.53 g/mol

Last column: Mulliken charge in e.
CARTESIAN COORDINATES (ANGSTROEM)
O (13.4981, 9.1222, 6.4398)  -0.730
H (12.9093, 9.2393, 5.6394)  0.373
H (13.7200, 10.0361, 6.6951)  0.309
O (11.1252, 13.8351, 12.1477)  -0.197
H (10.3734, 14.4549, 12.2637)  0.183
H (11.1653, 13.4530, 13.0287)  0.238
O (13.1244, 16.1235, 12.2314)  -0.671
H (12.4575, 15.4391, 12.0424)  0.313
H (13.9344, 15.6382, 11.8950)  0.338
O (10.2678, 7.0976, 15.0609)  -0.673
H (9.4729, 7.4503, 14.6787)  0.302
H (10.6005, 6.4035, 14.4077)  0.330
O (9.1172, 6.3607, 11.8382)  -0.619
H (8.3509, 5.9136, 11.4534)  0.281
H (9.8076, 6.4386, 11.2034)  0.317
O (13.4695, 12.6803, 10.8565)  -0.718
H (13.8163, 13.0642, 10.0212)  0.326
H (12.5889, 13.0655, 11.0079)  0.329
O (4.9013, 15.3193, 10.8715)  -0.743
H (5.1398, 14.7037, 10.1646)  0.390
H (5.6837, 15.8313, 11.0772)  0.338
O (7.3723, 11.7750, 8.5502)  -0.998
H (7.5244, 12.1444, 9.4632)  0.354
H (7.1137, 10.8851, 8.7811)  0.432
O (9.8071, 17.4855, 14.6687)  -0.687
H (10.1088, 16.6825, 14.2540)  0.318
H (9.9532, 17.1758, 15.5892)  0.404
O (13.6113, 10.2269, 13.6675)  -0.652
H (14.3562, 10.8630, 13.8394)  0.297
H (13.5965, 10.1770, 12.6939)  0.422
O (11.4908, 12.9366, 14.8078)  -0.676
H (11.7028, 12.3105, 15.4795)  0.292
H (10.6137, 13.2322, 15.1405)  0.217
O (11.3731, 9.8150, 15.3327)  -0.540
H (11.4733, 8.8463, 15.2228)  0.265
H (12.1774, 10.2605, 14.9907)  0.291
O (13.4034, 9.8760, 10.9755)  -0.780
H (13.7470, 9.3361, 10.2532)  0.265
H (13.6340, 10.8163, 10.8850)  0.426
O (13.7754, 7.9756, 8.9829)  -0.522
H (13.5583, 8.2204, 8.0717)  0.317
H (14.3147, 7.2259, 8.9793)  0.232
O (11.3102, 9.1537, 4.7672)  -0.706
H (10.7794, 8.8991, 5.5548)  0.400
H (10.9047, 9.8973, 4.2972)  0.314
O (10.3641, 10.1354, 11.2837)  0.569
H (11.2050, 10.5605, 11.4760)  -0.042
H (10.0001, 10.6597, 10.6077)  -0.029
O (5.8895, 13.5586, 12.8360)  -0.449
H (5.6663, 13.5215, 13.7606)  0.227
H (5.3864, 14.2410, 12.3330)  0.353
O (8.7989, 15.4138, 12.3348)  -0.718
H (8.7171, 16.2664, 12.7967)  0.225
H (8.1815, 14.8080, 12.8359)  0.302
O (7.5043, 8.8483, 9.1127)  -0.565
H (6.7120, 8.3290, 9.1379)  0.264
H (7.8130, 8.7685, 10.0408)  0.258
O (11.1217, 7.4764, 10.2585)  -0.743
H (12.0893, 7.5296, 10.0751)  0.275
H (10.8780, 8.3118, 10.7561)  0.397
O (5.3739, 11.1329, 11.2293)  -0.706
H (6.0141, 11.7848, 11.5959)  0.244
H (5.8433, 10.2963, 11.4823)  0.367
O (9.7493, 8.7307, 7.3219)  -0.648
H (10.2512, 8.3444, 8.0340)  0.317
H (8.8388, 8.7975, 7.5988)  0.264
O (10.0446, 11.2762, 8.7241)  -0.490
H (9.1231, 11.5396, 8.4634)  0.362
H (10.3194, 10.4830, 8.2849)  0.199
O (9.1846, 10.5755, 13.8798)  -0.286
H (10.0865, 10.2434, 14.0216)  0.160
H (8.8630, 10.5804, 14.7629)  0.118
O (10.4362, 15.5841, 16.7862)  -0.653
H (11.1909, 15.4966, 16.1730)  0.375
H (10.7905, 15.4774, 17.6656)  0.310
O (7.6024, 8.8846, 12.2357)  -0.500
H (7.9611, 7.9736, 12.3006)  0.256
H (8.2601, 9.4540, 12.7694)  0.307
O (11.6215, 13.7637, 8.0888)  -0.642
H (11.0458, 13.0169, 8.1613)  0.308
H (11.2114, 14.5589, 8.4748)  0.278
O (5.0161, 13.4071, 8.6858)  -0.650
H (5.7550, 12.8526, 8.3949)  0.367
H (4.2832, 13.0329, 8.1858)  0.262
O (14.4738, 13.5724, 7.9852)  -0.663
H (13.4956, 13.7005, 7.8614)  0.392
H (14.8725, 14.4017, 7.6775)  0.299
O (8.7099, 13.5843, 14.9686)  -0.212
H (8.3223, 12.7309, 14.8051)  0.076
H (8.1485, 14.0068, 15.5900)  0.182
O (3.7966, 11.2202, 13.7646)  -0.675
H (4.1119, 11.4492, 12.8724)  0.351
H (3.1544, 11.8869, 14.0142)  0.314
O (12.3905, 15.8403, 14.9000)  -0.636
H (12.5209, 15.1061, 14.2779)  0.295
H (12.8809, 16.5827, 14.5360)  0.265
O (8.5202, 12.5124, 11.1534)  0.146
H (9.0344, 13.3083, 11.3445)  -0.114
H (8.4602, 11.9547, 11.9615)  0.034
O (5.6715, 12.3148, 15.7959)  -0.578
H (5.8535, 11.9148, 16.6604)  0.277
H (5.0042, 11.7827, 15.3896)  0.314
O (8.4845, 10.8232, 17.2223)  -0.619
H (9.2380, 11.4551, 17.3902)  0.311
H (8.9017, 9.9792, 17.2327)  0.297


No. 5
Here is 2 unconnected molecules or ions with the total composition H7N3P2 from the Open Molecules 2025 dataset. Energies are from ωB97M-V with the def2-TZVPD basis set.

Properties
Orbital gap (spin up / spin down) = 8.0 / 7.7 eV
HOMO level (spin up / spin down) = -8.4 / -8.1 eV
E = -23154.2945 eV
Molecular weight = 111.02 g/mol

Last column: Mulliken charge in e.
CARTESIAN COORDINATES (ANGSTROEM)
N (-1.3410, 0.0685, -0.5624)  -0.306
N (-0.1714, 0.6243, -1.1179)  -0.203
N (1.1402, 0.3447, -0.6381)  -0.306
P (1.4046, 1.2479, 0.7903)  -0.096
P (-1.2538, -1.1380, 0.4320)  -0.015
H (-0.3603, 0.5533, -2.1013)  0.288
H (1.1673, -0.6389, -0.6448)  0.309
H (0.4055, 2.2409, 0.3890)  0.130
H (2.4732, 2.0541, 0.3003)  0.069
H (-2.5702, -1.3977, 0.8239)  0.082
H (-0.7017, -0.7281, 1.5577)  0.078
H (-0.1926, -3.2310, 0.7713)  -0.029


No. 6
Here is 2 unconnected molecules or ions with the total composition H7NSi2 from the Open Molecules 2025 dataset. Energies are from ωB97M-V with the def2-TZVPD basis set.

Properties
Orbital gap (spin up / spin down) = 8.1 / 7.2 eV
HOMO level (spin up / spin down) = -9.2 / -8.3 eV
E = -17354.5022 eV
Molecular weight = 77.23 g/mol

Last column: Mulliken charge in e.
CARTESIAN COORDINATES (ANGSTROEM)
N (-0.7750, 0.9761, -0.3333)  -0.517
Si (-1.7470, -0.3513, 0.0763)  0.368
Si (1.9631, 0.0116, 0.2704)  0.467
H (-0.6284, 1.1951, -1.3541)  0.222
H (-1.5050, -1.4769, -0.6926)  -0.119
H (-1.2534, -0.3718, 1.4379)  -0.135
H (-3.1075, 0.1274, -0.1137)  -0.127
H (2.1728, -1.0067, -0.6993)  -0.055
H (2.9407, 0.9776, -0.2957)  -0.065
H (1.9397, -0.0812, 1.7040)  -0.039


Calculated energy relative to the best compared isomer or geometry (same formula, charge and spin) in order - 37.0 240.0 0.0 102.1 677.8 305.1 kJ/mol
Calculated strongest force on any atom in order - 0.4 4.5 3.5 2.5 3.5 3.7 eV/Å